Density functional theory data (ωB97M-V with the def2-TZVPD basis set) for a gas-phase ion, C21H33N5O7PS (charge +1) in a non-equilibrium geometry.

Positions of all 68 atoms, in Å:
C  -1.143  4.556  1.637
C  -0.567  3.160  1.307
P  1.050  3.198  0.358
C  1.389  4.940  -0.154
N  0.767  2.207  -1.113
C  0.521  2.812  -2.428
C  -0.989  2.723  -2.780
C  -1.693  4.040  -2.347
C  -3.220  3.947  -2.334
O  -3.914  4.872  -2.694
O  -3.814  2.794  -1.881
C  0.749  0.891  -0.915
N  0.920  0.376  0.314
C  0.813  -0.954  0.132
C  0.985  -1.851  1.311
C  2.518  -2.183  1.418
C  3.033  -2.198  2.877
C  2.984  -3.640  3.434
S  4.631  -4.372  3.489
O  5.475  -3.760  2.521
O  5.156  -4.311  4.813
O  4.442  -5.906  3.084
N  0.585  -1.255  -1.130
C  0.454  -2.624  -1.608
C  -1.019  -3.128  -1.759
C  -1.998  -2.509  -0.785
C  -2.221  -3.097  0.440
C  -3.120  -2.596  1.338
C  -3.857  -1.472  1.058
C  -3.635  -0.869  -0.156
C  -2.733  -1.378  -1.055
N  0.554  -0.081  -1.847
O  0.386  0.000  -3.180
N  -0.902  -0.596  -3.618
O  -0.770  -0.934  -4.702
H  -2.180  4.430  1.962
H  -0.575  5.035  2.435
H  -1.174  5.157  0.726
H  -1.272  2.549  0.727
H  -0.366  2.603  2.225
H  0.734  5.297  -0.955
H  2.426  4.965  -0.498
H  1.318  5.559  0.742
H  0.876  3.838  -2.506
H  1.103  2.238  -3.155
H  -1.436  1.846  -2.306
H  -1.048  2.676  -3.873
H  -1.320  4.293  -1.348
H  -1.440  4.805  -3.080
H  -3.163  2.319  -1.346
H  0.368  -2.747  1.267
H  0.765  -1.230  2.180
H  3.029  -1.344  0.927
H  2.793  -3.079  0.856
H  2.444  -1.501  3.475
H  4.068  -1.851  2.868
H  2.546  -3.637  4.435
H  2.379  -4.312  2.817
H  4.188  -6.397  3.881
H  0.967  -3.297  -0.924
H  0.952  -2.759  -2.574
H  -1.346  -3.072  -2.800
H  -0.995  -4.201  -1.538
H  -1.707  -4.008  0.741
H  -3.315  -3.079  2.291
H  -4.596  -1.064  1.735
H  -4.195  0.020  -0.433
H  -2.648  -0.857  -2.000

Forces on atoms 1 to 3 (eV/Å):
-0.4 -0.9 -0.4
0.0 0.4 -0.6
1.3 -0.6 1.8

Output
Orbital gap, eV: 6.52
Spin multiplicity: 1
Net charge: +1
SMILES: CCP(C)N(CCCC(=O)O)c1nc(CCCCS(=O)(=O)O)n(CCc2ccccc2)[n+]1ON=O